The following is a DFT calculation (ωB97M-V/def2-TZVPD) of a structure of composition C24H33Cl2F8N4O7S2 in a non-equilibrium geometry.

```
80
Properties=species:S:1:pos:R:3
C -0.78 -2.55 -0.10
F -0.71 -2.96 1.16
F 0.46 -2.45 -0.57
F -1.44 -3.43 -0.85
S -1.55 -0.84 -0.17
O -1.62 -0.45 -1.55
O -2.83 -0.87 0.47
N -0.51 -0.01 0.77
S 0.63 0.77 0.00
O 1.70 1.21 0.84
O 1.05 0.17 -1.25
C -0.12 2.41 -0.57
F -0.81 2.99 0.40
F 0.88 3.24 -0.94
F -0.88 2.26 -1.66
C -3.57 -3.55 2.84
C -2.73 -2.91 3.91
O -1.94 -2.04 3.66
N -2.74 -3.48 5.17
C -3.61 -4.53 5.67
H -4.36 -4.17 3.26
H -2.98 -4.24 2.22
H -3.98 -2.80 2.16
H -2.08 -3.08 5.82
H -3.69 -4.50 6.75
H -3.31 -5.51 5.31
H -4.62 -4.28 5.36
C 3.95 -1.39 0.75
C 3.42 -1.56 2.13
O 2.25 -1.39 2.41
N 4.30 -1.78 3.18
C 5.73 -1.71 3.05
H 3.13 -1.47 0.04
H 4.66 -2.18 0.45
H 4.48 -0.46 0.56
H 3.80 -1.70 4.04
H 6.20 -2.70 2.99
H 6.20 -1.24 3.92
H 6.01 -1.08 2.21
C -4.97 1.33 2.58
C -3.98 1.12 3.70
O -2.79 1.06 3.50
N -4.55 0.87 4.93
C -3.83 0.29 6.05
H -4.49 1.22 1.61
H -5.15 2.41 2.49
H -5.87 0.72 2.59
H -5.53 0.63 4.88
H -3.86 -0.80 5.97
H -4.30 0.61 6.97
H -2.80 0.64 6.01
C -5.43 -1.33 -1.69
Cl -7.09 -1.10 -1.18
Cl -4.92 -3.02 -1.87
H -5.28 -0.88 -2.67
H -4.70 -0.88 -1.03
F 6.72 5.58 -4.43
C 5.57 4.89 -4.20
C 4.83 5.22 -3.09
C 3.68 4.49 -2.80
C 3.30 3.49 -3.68
C 4.09 3.11 -4.76
C 5.28 3.79 -4.98
H 5.23 5.98 -2.43
H 3.04 4.68 -1.96
H 2.44 2.88 -3.47
H 3.70 2.36 -5.44
H 5.95 3.51 -5.79
F 2.61 0.58 -8.22
C 2.09 0.80 -6.99
C 1.29 1.90 -6.77
C 0.64 2.07 -5.54
C 0.88 1.11 -4.56
C 1.66 -0.02 -4.77
C 2.24 -0.17 -6.01
H 1.20 2.68 -7.51
H 0.03 2.94 -5.37
H 0.50 1.28 -3.56
H 1.69 -0.78 -4.00
H 2.85 -1.02 -6.30
```

Results
Total charge = -1
F_max = 1.8 eV Å⁻¹
Calculated total energy = -4195.78615 Ha
Kohn-Sham gap = 0.3390 Eh

=====

The following is a DFT calculation (ωB97M-V/def2-TZVPD) of an isolated molecule of C24H33ClN2O2 in a non-equilibrium geometry.

```
62
Properties=species:S:1:pos:R:3
C 3.52 0.98 1.66
N 3.19 1.03 0.19
C 4.03 0.47 -0.44
C 4.33 -0.94 -0.35
C 5.45 -1.20 0.29
C 5.92 -2.72 0.69
C 4.76 -3.55 0.53
C 3.58 -3.34 -0.25
C 3.35 -2.12 -0.59
O 2.14 -1.52 -1.31
C 1.19 -2.27 -0.86
C 0.82 -2.01 0.67
O 0.78 -0.68 0.90
C 2.88 2.50 -0.25
C 1.29 2.61 -0.55
C 1.10 3.76 -1.48
C -0.45 4.19 -1.49
C -1.19 4.22 -0.02
N -1.01 3.14 0.45
C -1.89 2.06 -0.01
C -2.27 1.28 1.25
C -3.41 0.26 0.69
C -2.99 -1.11 -0.13
C -3.99 -1.68 -0.43
C -5.34 -1.53 -0.24
Cl -6.61 -2.52 -0.56
C -5.72 -0.46 0.81
C -4.60 0.24 1.18
C 0.48 2.78 0.76
H 3.77 -0.07 2.15
H 2.75 1.33 2.12
H 4.45 1.53 1.84
H 3.53 0.49 -1.66
H 4.99 1.13 -0.67
H 6.27 -0.62 0.32
H 6.84 -2.81 1.18
H 5.22 -4.72 0.67
H 3.02 -4.16 -0.36
H 0.30 -1.69 -1.54
H 1.22 -3.22 -1.14
H 1.40 -2.29 1.29
H -0.20 -2.30 0.86
H 1.47 0.00 0.37
H 3.08 3.33 0.58
H 3.31 2.66 -1.31
H 0.83 1.74 -1.11
H 1.62 3.88 -2.27
H 1.53 4.63 -0.81
H -0.86 3.62 -2.21
H -0.52 5.21 -2.19
H -2.24 4.55 -0.20
H -0.61 5.10 0.48
H -2.71 2.43 -0.32
H -1.37 1.62 -0.96
H -1.34 0.62 1.58
H -2.60 1.74 2.26
H -2.11 -1.03 -0.12
H -3.82 -2.63 -1.18
H -6.57 -0.13 0.89
H -4.92 1.20 1.83
H 0.44 1.63 1.31
H 0.88 3.70 1.38
```

Results
Energy relative to the best compared isomer or geometry (same formula, charge and spin) = 2216.2 kJ/mol
F_max = 18.5 eV Å⁻¹
Structure (SMILES) = CN(Cc1ccccc1OCCO)C[C@@H]1CCCN(CCc2ccc(Cl)cc2)C1
Calculated total energy = -1653.66440 Ha
Kohn-Sham gap = 0.2891 Eh

=====

The following is a DFT calculation (ωB97M-V/def2-TZVPD) of a structure of composition C24H33CoN3O2PS4.

```
68
Properties=species:S:1:pos:R:3
Co -0.48 -0.74 0.53
C -2.49 -0.43 4.26
C -1.00 -0.62 4.54
S 0.17 -0.85 3.16
C 0.51 -2.62 3.24
C -0.63 -3.53 2.82
S -1.25 -3.11 1.18
C -3.04 -3.10 1.39
C -3.65 -1.90 2.11
S -3.48 -1.90 3.92
H -2.66 0.30 3.48
H -2.92 -0.01 5.17
H -0.85 -1.47 5.21
H -0.63 0.26 5.07
H 0.84 -2.87 4.25
H 1.38 -2.76 2.59
H -1.45 -3.45 3.52
H -0.28 -4.57 2.83
H -3.32 -4.04 1.86
H -3.42 -3.12 0.37
H -4.72 -1.89 1.88
H -3.23 -0.98 1.72
O -4.08 0.88 -2.87
C -2.46 0.23 -1.20
O -1.95 -0.94 -0.72
C -1.40 1.02 -2.02
P 0.23 0.89 -1.17
C 1.35 0.25 -2.46
C 2.44 0.95 -2.96
C 3.28 0.38 -3.90
C 3.04 -0.91 -4.35
C 1.96 -1.63 -3.85
C 1.12 -1.05 -2.91
C 0.82 2.56 -0.85
C 1.45 2.82 0.36
C 1.95 4.09 0.64
C 1.81 5.10 -0.29
C 1.17 4.86 -1.50
C 0.67 3.60 -1.78
H -1.68 2.07 -2.16
H -1.30 0.55 -3.00
H 2.64 1.96 -2.61
H 4.12 0.94 -4.29
H 3.69 -1.36 -5.09
H 1.77 -2.64 -4.20
H 0.28 -1.62 -2.53
H 1.53 2.03 1.10
H 2.44 4.28 1.58
H 2.20 6.09 -0.08
H 1.05 5.66 -2.22
H 0.18 3.41 -2.73
N -3.65 -0.15 -1.99
C -2.90 1.13 -0.03
N -4.10 1.67 -0.08
S -1.83 1.39 1.23
H -3.37 1.05 -3.51
H -3.40 -0.97 -2.53
H -4.70 1.47 -0.87
H -4.41 2.28 0.65
C 4.70 -0.42 -0.57
C 4.17 -1.42 0.46
C 2.70 -1.46 0.45
N 1.55 -1.50 0.45
H 5.79 -0.40 -0.51
H 4.32 0.58 -0.38
H 4.41 -0.72 -1.58
H 4.47 -1.17 1.48
H 4.51 -2.43 0.26
```

Results
Energy relative to the best compared isomer or geometry (same formula, charge and spin) = 278.4 kJ/mol
Total charge = +1
F_max = 0.4 eV Å⁻¹
Calculated total energy = -4565.76617 Ha
Spin multiplicity = 4
Kohn-Sham gap (alpha / beta) = 0.3230 / 0.3286 Eh

=====

The following is a DFT calculation (ωB97M-V/def2-TZVPD) of a structure of composition C24H33F6N12O4S2Zn in a non-equilibrium geometry.

```
82
Properties=species:S:1:pos:R:3
Zn 2.59 -1.35 1.58
C 1.29 -0.96 -2.29
F 2.64 -1.03 -2.20
F 1.00 0.37 -2.51
F 0.88 -1.55 -3.39
S 0.45 -1.65 -0.68
O -0.94 -1.69 -1.01
O 0.97 -3.01 -0.31
N 0.97 -0.66 0.67
S -0.17 0.43 0.70
O -0.73 0.96 -0.55
O -1.14 0.04 1.71
C 0.76 2.01 1.29
F 1.68 1.75 2.23
F 1.35 2.68 0.28
F -0.12 2.78 1.93
C 0.35 -4.66 -3.32
C 1.80 -4.67 -3.41
N 2.98 -4.70 -3.52
H 0.03 -3.84 -2.68
H -0.07 -5.62 -3.04
H -0.11 -4.35 -4.26
C 5.53 -3.54 -1.60
C 4.64 -2.85 -0.66
N 3.94 -2.32 0.13
H 5.60 -4.56 -1.22
H 6.53 -3.10 -1.55
H 5.10 -3.64 -2.60
C 1.08 -5.68 3.27
C 1.68 -4.46 2.75
N 2.16 -3.47 2.32
H 0.35 -5.49 4.06
H 1.85 -6.35 3.65
H 0.52 -6.18 2.49
C -0.73 4.19 -1.85
C -1.68 4.03 -0.75
N -2.48 3.95 0.11
H -1.10 3.77 -2.78
H 0.17 3.59 -1.72
H -0.44 5.24 -1.87
C -4.16 1.00 0.29
C -5.39 0.15 0.08
N -6.38 -0.48 -0.11
H -4.00 1.32 -0.74
H -3.31 0.53 0.78
H -4.52 1.76 0.99
C 1.49 6.10 2.25
C 1.34 6.57 0.85
N 1.12 6.97 -0.17
H 1.24 5.05 2.36
H 1.16 6.80 3.02
H 2.57 6.07 2.19
C -0.63 -1.10 5.09
C 0.48 -1.05 4.17
N 1.33 -0.92 3.43
H -1.26 -0.24 4.88
H -0.30 -1.09 6.13
H -1.22 -2.01 5.05
C 2.90 2.19 -4.95
C 3.38 2.16 -6.30
N 3.84 2.22 -7.41
H 1.89 1.79 -4.82
H 3.05 3.21 -4.60
H 3.47 1.47 -4.37
C -1.90 0.14 -4.03
C -3.33 0.48 -3.68
N -4.45 0.73 -3.39
H -1.57 -0.64 -3.34
H -1.18 0.96 -3.99
H -1.99 -0.29 -5.02
C -2.73 3.87 4.72
C -2.46 5.35 4.69
N -2.21 6.48 4.68
H -2.27 3.44 3.83
H -3.81 3.77 4.79
H -2.30 3.33 5.56
C -3.18 -3.22 0.97
C -2.09 -3.78 1.86
N -1.31 -4.22 2.54
H -3.32 -2.15 1.14
H -4.15 -3.63 1.25
H -3.02 -3.55 -0.05
```

Results
Energy relative to the best compared isomer or geometry (same formula, charge and spin) = 0.0 kJ/mol
Total charge = +1
F_max = 7.2 eV Å⁻¹
Calculated total energy = -5066.81423 Ha
Kohn-Sham gap = 0.2954 Eh